1.
# C2H17K2O9

A molecular structure, C2H17K2O9 (ωB97M-V with the def2-TZVPD basis set, OMol25).

**E_tot**: -1963.32107 hartree
**LUMO energy**: -4.33 eV
**Charge**: +1
**Multiplicity**: 1
**Orbital gap**: 8.4 eV
**Molar mass**: 263.34 g/mol

Geometry as XYZ:
```
30
Properties=species:S:1:pos:R:3:nbo_charge:R:1
K -3.339 1.405 -1.361 0.99
K -1.235 -1.125 -4.053 0.99
C -0.384 -1.510 0.258 -0.74
C -0.544 -0.136 -0.325 0.80
O -0.974 -0.061 -1.531 -0.93
O -0.253 0.884 0.350 -0.79
H -0.998 -1.637 1.151 0.25
H 0.630 -1.751 0.572 0.26
H -0.646 -2.252 -0.494 0.21
O -0.144 0.721 3.159 -0.96
H 0.797 0.542 3.234 0.46
H -0.285 0.807 2.200 0.48
O 2.578 1.498 0.044 -0.95
H 2.476 2.054 0.824 0.47
H 1.678 1.199 -0.152 0.47
O -1.407 3.258 -0.741 -1.02
H -0.642 3.740 -1.072 0.49
H -1.015 2.593 -0.129 0.51
O -3.211 -2.728 2.533 -0.93
H -3.676 -2.394 3.308 0.48
H -3.055 -1.960 1.978 0.45
O 1.977 -1.063 -3.461 -0.97
H 2.325 -0.976 -4.356 0.47
H 1.479 -0.242 -3.301 0.49
O 1.635 -2.257 3.318 -0.93
H 2.206 -2.544 2.596 0.47
H 2.044 -1.449 3.643 0.47
O 0.860 1.506 -2.895 -0.99
H 0.877 2.432 -3.158 0.49
H 0.249 1.447 -2.139 0.50
```


2.
# C59H71N4O3

2 unconnected molecules or ions with the total composition C59H71N4O3 (ωB97M-V with the def2-TZVPD basis set, OMol25).

**E_tot**: -2735.21735 hartree
**LUMO energy**: -3.96 eV
**Charge**: +1
**Multiplicity**: 1
**Orbital gap**: 3.8 eV
**Molar mass**: 884.24 g/mol

Geometry as XYZ:
```
137
Properties=species:S:1:pos:R:3:lowdin_charge:R:1
C 1.012 2.408 5.823 -0.03
O 1.370 1.253 5.047 -0.09
C 2.454 1.312 4.249 -0.23
C 3.227 2.453 3.964 0.00
C 4.274 2.327 3.052 -0.05
C 4.573 1.127 2.408 0.00
C 3.770 0.002 2.671 -0.21
O 3.811 -1.195 2.036 -0.08
C 4.831 -1.456 1.055 -0.03
C 2.766 0.105 3.624 -0.08
N 1.924 -1.035 3.836 0.10
C 0.569 -1.084 3.707 -0.07
C -0.186 -0.106 2.956 -0.25
C -1.640 -0.333 2.820 -0.03
C -2.513 0.577 3.306 -0.01
C -3.944 0.384 3.428 -0.22
C -4.700 1.269 4.240 -0.03
C -6.057 1.053 4.448 -0.07
C -6.702 -0.023 3.819 -0.07
C -5.976 -0.880 2.983 -0.07
C -4.602 -0.693 2.794 -0.03
O 0.404 0.894 2.490 0.10
N 0.172 -2.250 4.270 -0.02
C -1.185 -2.695 4.516 0.01
C 1.285 -2.966 4.675 0.02
C 2.370 -2.216 4.408 0.05
H 0.233 2.051 6.501 0.10
H 1.862 2.800 6.405 0.10
H 0.620 3.209 5.175 0.10
H 2.961 3.405 4.439 0.12
H 4.874 3.215 2.840 0.12
H 5.402 1.044 1.709 0.11
H 4.652 -2.488 0.752 0.10
H 4.738 -0.778 0.195 0.10
H 5.835 -1.362 1.493 0.10
H -1.925 -1.238 2.273 0.12
H -2.100 1.501 3.725 0.14
H -4.189 2.107 4.718 0.11
H -6.623 1.716 5.105 0.11
H -7.763 -0.203 3.994 0.11
H -6.475 -1.708 2.474 0.11
H -4.033 -1.380 2.164 0.09
H -1.129 -3.517 5.238 0.11
H -1.800 -1.894 4.939 0.11
H -1.649 -3.085 3.603 0.11
H 1.176 -3.938 5.119 0.14
H 3.415 -2.400 4.564 0.15
C -3.410 -1.272 -0.756 -0.06
C -4.237 -1.952 -1.831 -0.53
C -3.264 -2.502 -2.889 -0.04
C -4.945 -3.164 -1.206 -0.05
C -5.328 -1.062 -2.505 -0.10
C -5.984 -1.719 -3.557 -0.05
C -7.010 -1.113 -4.252 -0.06
C -7.480 0.128 -3.842 -0.04
C -6.952 0.815 -2.742 -0.04
C -7.839 1.998 -2.191 -0.51
C -7.164 3.338 -1.931 -0.06
C -8.565 1.524 -0.925 -0.04
C -8.927 2.391 -3.211 -0.08
C -5.715 0.275 -2.190 -0.05
N -4.729 1.170 -1.638 0.03
C -3.566 1.517 -2.321 -0.25
C -3.049 0.772 -3.354 -0.06
C -1.772 0.998 -3.994 -0.23
C -0.565 1.064 -3.258 -0.04
C 0.582 1.557 -3.872 -0.09
C 0.553 1.909 -5.228 -0.10
C -0.585 1.653 -6.002 -0.09
C -1.740 1.158 -5.399 -0.05
N -3.202 2.784 -1.894 0.05
C -2.206 3.659 -2.481 -0.06
C -2.356 4.196 -3.798 -0.06
C -3.689 4.319 -4.619 -0.51
C -3.426 4.515 -6.119 -0.06
C -4.444 5.552 -4.111 -0.04
C -4.595 3.111 -4.536 -0.05
C -1.257 4.856 -4.370 -0.04
C -0.217 5.325 -3.580 -0.05
C -0.204 5.000 -2.241 -0.05
C -1.058 4.015 -1.725 -0.08
C -0.556 3.428 -0.373 -0.51
C 0.943 3.095 -0.512 -0.04
C -1.191 2.140 0.113 -0.06
C -0.720 4.494 0.716 -0.03
C -3.965 3.063 -0.760 -0.07
C -4.839 2.049 -0.571 -0.08
H -4.020 -0.944 0.092 0.06
H -2.651 -1.982 -0.391 0.09
H -2.871 -0.417 -1.173 0.06
H -3.766 -3.166 -3.601 0.08
H -2.792 -1.690 -3.448 0.07
H -2.474 -3.082 -2.394 0.09
H -5.505 -3.731 -1.957 0.08
H -4.212 -3.842 -0.749 0.09
H -5.649 -2.836 -0.432 0.08
H -5.683 -2.730 -3.846 0.11
H -7.461 -1.620 -5.110 0.11
H -8.311 0.526 -4.422 0.10
H -6.622 3.689 -2.817 0.07
H -7.949 4.079 -1.713 0.09
H -6.513 3.350 -1.058 0.05
H -9.297 0.750 -1.186 0.09
H -7.871 1.094 -0.194 0.07
H -9.107 2.354 -0.450 0.09
H -9.675 1.603 -3.344 0.08
H -9.461 3.289 -2.870 0.09
H -8.472 2.638 -4.177 0.09
H -3.749 0.074 -3.802 0.11
H -0.564 0.690 -2.230 0.10
H 1.502 1.667 -3.297 0.09
H 1.429 2.376 -5.682 0.10
H -0.585 1.861 -7.076 0.11
H -2.639 0.933 -5.975 0.12
H -2.755 3.739 -6.507 0.08
H -4.378 4.432 -6.661 0.09
H -3.019 5.509 -6.339 0.08
H -4.680 5.456 -3.044 0.08
H -3.828 6.450 -4.242 0.09
H -5.377 5.686 -4.677 0.09
H -4.919 2.914 -3.518 0.05
H -5.499 3.279 -5.133 0.10
H -4.091 2.226 -4.934 0.07
H -1.218 5.075 -5.440 0.11
H 0.578 5.928 -4.017 0.11
H 0.552 5.459 -1.601 0.11
H 1.553 3.994 -0.656 0.08
H 1.309 2.582 0.388 0.08
H 1.097 2.434 -1.375 0.07
H -2.228 2.259 0.431 0.06
H -1.111 1.343 -0.632 0.07
H -0.634 1.813 0.997 0.05
H -1.773 4.784 0.808 0.08
H -0.377 4.114 1.689 0.08
H -0.141 5.391 0.474 0.08
H -3.825 3.968 -0.191 0.13
H -5.544 1.878 0.232 0.13
```


3.
# C3H2ClF

C3H2ClF in the gas phase (ωB97M-V with the def2-TZVPD basis set, OMol25).

**E_tot**: -675.47839 hartree
**LUMO energy**: 0.84 eV
**Structure (SMILES)**: C#C[C@@H](F)Cl
**Multiplicity**: 1
**Orbital gap**: 11.5 eV
**Molar mass**: 92.50 g/mol

Geometry as XYZ:
```
7
Properties=species:S:1:pos:R:3:nbo_charge:R:1
C -0.085 0.536 0.436 0.15
C 1.224 0.083 0.234 -0.11
C 2.198 -0.508 -0.121 -0.12
H -0.501 0.864 1.427 0.22
H 2.973 -1.060 -0.594 0.24
F -0.442 1.624 -0.328 -0.33
Cl -1.089 -0.887 -0.069 -0.05
```


4.
# C4H9NO

C4H9NO in the gas phase (ωB97M-V with the def2-TZVPD basis set, OMol25).

**E_tot**: -287.74362 hartree
**LUMO energy**: 0.96 eV
**Structure (SMILES)**: CCO/C=N/C
**Multiplicity**: 1
**Orbital gap**: 9.4 eV
**Molar mass**: 87.12 g/mol

Geometry as XYZ:
```
15
Properties=species:S:1:pos:R:3:nbo_charge:R:1
C -2.503 -0.399 -0.033 -0.62
C -1.003 -0.229 0.030 -0.07
O -0.700 1.119 0.367 -0.52
C 0.647 1.366 0.394 0.45
N 1.521 0.545 0.135 -0.54
C 2.545 -0.333 -0.249 -0.40
H -2.963 -0.211 0.943 0.21
H -2.938 0.286 -0.768 0.21
H -2.727 -1.428 -0.333 0.21
H -0.550 -0.893 0.779 0.17
H -0.535 -0.475 -0.931 0.17
H 0.787 2.419 0.685 0.14
H 2.530 -0.436 -1.341 0.21
H 2.390 -1.340 0.167 0.19
H 3.554 0.000 0.043 0.18
```


5.
# C23H32IN8O3P2S

5 unconnected molecules or ions with the total composition C23H32IN8O3P2S (ωB97M-V with the def2-TZVPD basis set, OMol25).

**E_tot**: -2937.67022 hartree
**LUMO energy**: -5.62 eV
**Charge**: +1
**Multiplicity**: 1
**Orbital gap**: 4.1 eV
**Molar mass**: 689.48 g/mol

Geometry as XYZ:
```
70
Properties=species:S:1:pos:R:3:nbo_charge:R:1
C -1.342 -1.591 -2.299 -0.72
C -1.510 -0.126 -2.492 0.69
O -1.374 0.454 -3.505 -0.48
N -1.981 0.599 -1.313 -0.31
C -2.298 2.018 -1.585 -0.43
N -1.033 0.490 -0.276 0.07
C -1.462 0.234 0.944 0.10
C -0.550 0.132 2.001 -0.40
P -1.233 -0.051 3.685 1.82
O -2.807 -0.015 3.409 -1.00
O -1.006 -1.550 4.104 -0.98
S -0.592 1.328 4.834 -0.48
C 0.801 0.217 1.704 -0.29
P 2.186 -0.169 2.893 1.32
N 3.119 -1.266 2.318 -1.28
C 1.126 0.537 0.360 0.05
I 3.087 0.854 -0.269 0.35
N 0.237 0.679 -0.599 -0.20
H -1.017 -1.824 -1.287 0.21
H -2.296 -2.088 -2.450 0.27
H -0.600 -1.955 -2.998 0.27
H -2.319 2.555 -0.640 0.21
H -1.552 2.474 -2.227 0.23
H -3.281 2.064 -2.034 0.24
H -2.527 0.144 1.083 0.28
H -3.104 0.906 3.523 0.54
H -1.794 -2.104 3.994 0.54
H 1.515 -0.507 4.064 -0.02
H 2.718 1.113 3.088 -0.03
H 3.148 -2.101 2.889 0.40
N 0.286 4.251 2.629 -0.52
C -0.307 4.811 3.730 -0.08
C -0.117 6.162 3.666 -0.28
C 0.618 6.432 2.478 -0.29
C 0.853 5.235 1.859 -0.09
H 0.302 3.270 2.430 0.39
H -0.808 4.199 4.458 0.21
H -0.462 6.881 4.389 0.23
H 0.939 7.395 2.122 0.23
H 1.373 5.001 0.946 0.21
N 3.498 -2.819 -1.421 -0.52
C 3.435 -3.809 -0.475 -0.09
C 3.887 -4.964 -1.052 -0.30
C 4.241 -4.658 -2.396 -0.29
C 3.990 -3.328 -2.593 -0.09
H 3.220 -1.868 -1.272 0.40
H 3.084 -3.601 0.521 0.21
H 3.964 -5.921 -0.565 0.22
H 4.636 -5.339 -3.130 0.23
H 4.120 -2.704 -3.461 0.22
N 4.240 -2.685 -8.255 -0.50
C 3.135 -2.573 -7.457 -0.08
C 3.407 -3.212 -6.277 -0.32
C 4.730 -3.728 -6.368 -0.30
C 5.215 -3.384 -7.600 -0.07
H 4.321 -2.313 -9.182 0.41
H 2.255 -2.054 -7.796 0.21
H 2.733 -3.305 -5.442 0.22
H 5.261 -4.288 -5.617 0.22
H 6.166 -3.579 -8.065 0.21
N -6.061 0.768 4.608 -0.51
C -6.792 1.892 4.877 -0.06
C -7.059 2.517 3.689 -0.30
C -6.470 1.736 2.658 -0.29
C -5.862 0.663 3.255 -0.12
H -5.730 0.118 5.296 0.41
H -7.062 2.150 5.886 0.22
H -7.620 3.428 3.571 0.23
H -6.498 1.938 1.600 0.22
H -5.319 -0.166 2.836 0.20
```


6.
# C11H23HgINO2P2

A molecular structure, C11H23HgINO2P2 (ωB97M-V with the def2-TZVPD basis set, OMol25).

**E_tot**: -1771.73264 hartree
**LUMO energy**: -4.34 eV
**Charge**: +1
**Multiplicity**: 1
**Orbital gap**: 5.2 eV
**Molar mass**: 590.75 g/mol

Geometry as XYZ:
```
41
Properties=species:S:1:pos:R:3:nbo_charge:R:1
Hg 0.774 -0.325 0.131 1.00
P -1.238 0.142 1.577 0.89
C -2.605 0.983 0.815 -0.90
C -2.402 1.540 -0.483 0.23
N -1.306 1.186 -1.238 -0.63
C -0.812 2.054 -2.134 0.21
C -1.506 3.213 -2.481 -0.31
C -2.756 3.448 -1.931 -0.15
C -3.250 2.577 -0.980 -0.27
C 0.560 1.741 -2.715 -0.75
P 1.062 0.010 -2.349 0.84
H -4.220 2.718 -0.499 0.22
H -1.038 3.871 -3.226 0.22
H -3.338 4.328 -2.249 0.23
H 0.587 1.897 -3.803 0.25
H 1.338 2.396 -2.294 0.27
H -3.691 -1.549 -0.081 0.51
H -3.661 0.706 1.055 0.24
H -1.913 -2.580 -1.321 0.58
O -3.598 -2.294 -0.688 -0.97
H -4.244 -2.052 -1.384 0.50
H -0.506 -1.895 -0.735 0.45
O -0.941 -2.766 -1.214 -0.84
H -0.821 -3.551 -0.609 0.56
C 0.011 -0.910 -3.508 -0.97
H 0.159 -0.472 -4.506 0.25
H 0.291 -1.973 -3.558 0.25
H -1.055 -0.812 -3.258 0.25
C 2.762 -0.195 -2.936 -0.97
H 2.974 -1.267 -3.059 0.26
H 2.914 0.315 -3.898 0.25
H 3.457 0.211 -2.189 0.28
C -0.700 1.524 2.628 -0.95
H -1.449 1.610 3.428 0.25
H 0.315 1.402 3.024 0.25
H -0.760 2.423 1.999 0.26
C -1.737 -1.226 2.662 -0.96
H -0.842 -1.676 3.121 0.26
H -2.380 -0.825 3.458 0.26
H -2.291 -2.005 2.113 0.24
I 3.103 0.130 1.517 -0.61
```


7.
# H2N2O3Si

H2N2O3Si in the gas phase (ωB97M-V with the def2-TZVPD basis set, OMol25).

**E_tot**: -625.71665 hartree
**LUMO energy (spin up / spin down)**: -1.06 / -1.21 eV
**Structure (SMILES)**: O=N[SiH2][N+](=O)[O-]
**Multiplicity**: 1
**Orbital gap (spin up / spin down)**: 8.3 / 8.3 eV
**Molar mass**: 106.11 g/mol

Geometry as XYZ:
```
8
Properties=species:S:1:pos:R:3:nbo_charge:R:1
N 0.136 -1.609 0.191 -0.30
N -0.888 1.054 -0.117 0.24
O 0.107 -2.641 0.799 -0.15
O -1.290 1.194 -1.267 -0.38
O -1.407 1.335 0.956 -0.36
Si 0.669 0.025 -0.102 1.27
H 1.385 0.111 -1.509 -0.12
H 1.288 0.531 1.048 -0.19
```


8.
# C8H7N5

A molecular structure, C8H7N5 (ωB97M-V with the def2-TZVPD basis set, OMol25).

**E_tot**: -582.51610 hartree
**LUMO energy**: -1.74 eV
**Multiplicity**: 1
**Orbital gap**: 7.6 eV
**Molar mass**: 173.18 g/mol

Geometry as XYZ:
```
20
Properties=species:S:1:pos:R:3:nbo_charge:R:1
C -3.779 -1.879 0.178 -0.63
C -2.635 -0.970 0.507 -0.30
C -0.283 -0.255 -0.229 0.38
C 1.995 -0.336 -0.186 0.01
C 2.176 0.956 0.327 -0.03
C -0.166 1.087 0.196 -0.07
C -1.105 2.196 0.011 0.26
C 3.118 -1.011 -0.053 0.25
H -3.528 -3.131 0.843 0.22
H -3.676 -2.012 -1.304 0.24
H -4.740 -1.340 0.955 0.27
H -3.037 0.032 0.953 0.22
H -2.310 -1.334 1.460 0.20
H -1.469 -1.982 -1.016 0.43
H 3.021 1.543 0.808 0.26
N -1.456 -0.915 -0.495 -0.60
N 0.902 -1.027 -0.642 -0.32
N 1.091 1.769 0.344 -0.27
N -1.940 2.992 -0.446 -0.28
N 4.232 -1.463 0.210 -0.24
```